The following is a quantum chemistry calculation of a molecular structure, C15H25AlBr2ClO8S, from the Open Molecules 2025 dataset.

Results
**Charge**: -1
**HOMO level**: -5.537 eV
**Gap between HOMO and LUMO**: 7.8832 eV

```
53
C15H25AlBr2ClO8S | the Open Molecules 2025 dataset | ωB97M-V with the def2-TZVPD basis set
O 0.75 -0.41 -3.62
Al -0.34 0.48 1.50
C 0.49 3.45 1.92
H 6.40 -1.46 -4.72
H 1.42 5.41 1.52
H 2.41 4.46 2.72
H -5.52 -0.15 -0.95
H 4.94 0.27 -3.91
H -2.18 0.18 -1.94
H -2.15 -1.00 -0.54
Br -1.11 3.93 0.81
O 3.94 -1.04 -2.70
O 5.90 -2.12 -2.81
S -5.86 -0.42 1.20
C 1.34 4.70 2.43
C -0.45 -0.65 -3.34
C 0.58 -1.20 2.24
H -3.53 2.11 1.35
H -4.47 -0.17 3.24
C 4.86 -1.76 -2.01
H 0.79 5.33 3.22
H -2.09 1.45 3.30
Cl -0.80 -3.21 0.67
C 0.79 2.09 2.21
C -2.14 0.64 2.48
H -5.31 1.40 2.78
C 5.53 -1.80 -4.15
O -0.74 -1.33 -2.13
C 0.77 -2.41 1.22
O 4.77 -2.04 -0.86
H 3.74 -0.74 -4.74
H 1.37 -2.43 -1.01
O -5.22 -1.75 0.91
H 2.07 -0.96 -0.01
H -0.72 1.65 -0.94
H -2.33 -0.37 2.99
H -1.26 -0.28 -4.05
O -7.26 -0.51 1.74
Br 2.39 1.75 3.40
C -3.39 0.98 1.53
C 1.77 -2.06 -0.01
H 0.59 0.38 -0.99
C -0.45 0.60 -0.53
H -0.08 -1.61 3.10
H -3.43 0.40 0.56
C -1.47 -0.42 -1.24
H 5.13 -2.69 -4.63
O -5.93 0.43 -0.27
H 1.33 -3.23 1.81
C -4.72 0.52 2.36
C 4.50 -0.73 -3.96
H 2.76 -2.63 0.15
H 1.60 -1.01 2.72
```

The following is a quantum chemistry calculation of a gas-phase ion, C5H12N3 (charge +1), from the Open Molecules 2025 dataset.

Results
**Charge**: +1
**HOMO level (spin up / spin down)**: -14.040 / -14.036 eV
**Gap between HOMO and LUMO (spin up / spin down)**: 7.7827 / 7.7760 eV

```
20
C5H12N3 | the Open Molecules 2025 dataset | ωB97M-V with the def2-TZVPD basis set
H -0.44 -1.80 -0.89
H -2.02 -1.17 2.15
H 1.03 -0.01 1.03
H 1.63 1.71 -1.59
C 0.71 -0.07 -1.50
C 1.86 0.84 -1.09
H -2.77 1.87 2.08
H 1.05 -0.39 -2.52
C -3.29 0.07 1.54
N -0.91 0.05 0.94
H 2.91 0.46 -1.32
C 0.22 -0.76 0.91
H 1.65 1.00 -0.05
H 0.14 -1.59 1.67
H 1.49 -1.85 -0.56
N -2.02 -0.31 1.58
N -3.54 1.34 1.82
H -0.27 0.52 -1.60
C 0.53 -1.21 -0.55
H -4.43 1.73 1.86
```

The following is a quantum chemistry calculation of 3 unconnected molecules or ions with the total composition C4H15N2O2, from the Open Molecules 2025 dataset.

Results
**Spin multiplicity**: 2
**<S²>**: 0.7642
**Charge**: +2
**HOMO level (spin up / spin down)**: -18.723 / -18.723 eV
**Gap between HOMO and LUMO (spin up / spin down)**: 11.2104 / 7.4006 eV

```
23
C4H15N2O2 | the Open Molecules 2025 dataset | ωB97M-V with the def2-TZVPD basis set
H -3.05 3.72 -1.77
H 1.33 -0.91 3.61
C 2.52 -0.38 0.72
C -0.08 -0.45 -1.55
H 1.45 -2.23 0.77
O 0.39 -0.80 3.41
H 2.92 0.32 -0.01
H -1.78 0.90 -1.40
N -1.17 0.37 -2.05
N -0.58 -0.52 0.76
H 3.34 -0.94 1.16
O -3.12 2.82 -1.42
H -0.80 1.17 -2.59
H 1.96 -1.84 -0.87
H -4.07 2.63 -1.38
C 1.57 -1.42 0.05
H 1.99 0.17 1.48
H -1.47 -0.06 0.57
C 0.25 -0.80 -0.21
H -1.77 -0.19 -2.67
H -0.44 -0.57 1.79
H 0.19 -0.01 3.94
H 0.44 -0.96 -2.35
```

The following is a quantum chemistry calculation of a molecular structure, C39H68Cl2CsLiN7O23PS, from the Open Molecules 2025 dataset.

Results
**HOMO level**: -5.271 eV
**Gap between HOMO and LUMO**: 0.8261 eV

```
143
C39H68Cl2CsLiN7O23PS | the Open Molecules 2025 dataset | ωB97M-V with the def2-TZVPD basis set
C 4.77 1.21 4.17
H 0.80 -3.31 5.21
O -5.81 -0.55 0.07
H -6.78 0.58 -7.70
C -10.78 1.36 1.05
H 2.13 -5.35 -3.56
C 4.93 -2.25 2.91
C 2.15 -4.72 -0.13
H -0.30 -0.98 5.37
H -6.24 -0.23 -3.52
H -13.32 0.31 2.74
H -1.59 5.94 -0.62
N -4.77 2.81 0.94
N -3.69 0.74 0.40
H 6.36 4.82 1.69
O 7.38 -7.33 -5.73
O 7.35 2.93 3.40
H -11.13 2.15 0.38
C 3.33 1.02 4.61
O 6.57 -7.39 -7.72
C 2.88 -3.53 -2.62
Cs -9.78 1.29 5.26
O -11.68 1.61 4.51
Li -1.23 7.11 2.20
H 3.85 -1.50 -2.34
C 10.83 -7.39 -9.14
C 5.42 -2.94 4.17
H -10.90 0.40 0.56
H -5.10 0.66 3.23
H -3.93 -0.40 -2.76
C 3.02 4.45 1.02
H 1.84 6.02 1.86
N -2.51 2.77 0.14
H -6.26 1.08 4.53
H 1.24 -6.79 -0.42
N 5.87 -4.04 -3.65
H 2.76 1.94 4.42
S -4.87 0.21 -0.70
C 2.77 -3.41 -0.15
C 4.52 4.46 0.62
H 12.92 -7.72 -8.62
C -1.27 4.92 -0.37
H 8.84 1.45 2.10
O 5.84 -5.01 -4.41
O 10.04 -6.30 -8.69
C -6.48 -0.01 -5.65
H -2.63 4.53 1.30
O 1.79 -5.28 0.89
H -0.34 5.76 1.43
C 1.12 5.68 -0.12
H 6.48 -3.17 4.08
C -13.03 1.18 2.16
N 7.07 -6.76 -6.78
C 3.12 -2.84 -1.31
H -4.86 4.25 2.47
C -7.00 2.21 -6.32
O 10.54 -4.36 -7.65
H -6.81 0.57 2.98
O 3.70 -1.65 -1.39
H -9.74 1.53 1.28
H 2.99 4.16 2.07
H 2.94 -2.91 0.80
C -0.10 5.08 0.59
H -4.58 -1.85 -1.90
H 5.03 4.48 2.77
O 5.92 -2.89 -4.11
H 11.79 -7.98 -7.27
H 4.84 1.29 3.09
C 2.28 5.80 0.89
O 12.08 -6.01 -7.80
H 3.28 0.82 5.68
H -0.96 4.50 -1.33
O -12.31 -3.20 6.09
C -6.03 1.15 3.47
N -11.59 1.38 2.27
H -9.98 1.72 3.43
P 2.74 -1.58 4.29
C 0.36 -2.78 4.36
O 7.28 -5.55 -6.91
O 1.35 -2.09 3.61
H -7.21 2.96 -7.08
O 2.67 0.00 3.87
C -2.49 4.24 0.24
H -3.36 4.63 -0.29
H 2.97 6.60 0.64
H -0.44 2.33 0.29
N -6.98 2.66 -5.07
H 5.38 0.36 4.48
C -4.80 3.16 2.37
H -1.45 -2.33 5.46
H -1.14 2.32 -1.34
O 3.51 -2.02 2.91
C -4.03 -0.92 -1.81
H 5.45 -1.30 2.75
H 7.92 1.66 0.59
H 7.42 0.45 1.76
H -13.55 2.05 2.56
C -11.06 1.58 3.46
H 0.24 4.14 1.04
C 2.28 -4.86 -2.61
C 5.46 4.21 1.80
C 1.94 -5.42 -1.44
H -12.54 -2.41 5.59
H -13.31 1.04 1.12
C -3.62 2.15 0.47
H -0.08 -3.54 3.71
H -6.49 3.29 3.79
O 5.83 2.83 1.73
C 6.98 2.49 2.33
C 10.85 -5.44 -8.01
H -1.43 0.99 -0.26
C -6.12 2.62 3.02
O 3.20 -2.94 -3.63
Cl -3.36 2.64 3.26
H 11.14 -7.20 -10.17
C -0.73 -1.82 4.82
H 0.89 6.65 -0.59
H -3.02 -1.08 -1.44
C -6.75 0.89 -6.67
H 4.87 -3.86 4.34
H -3.94 0.40 1.33
H 1.47 5.02 -0.92
H 5.29 -2.30 5.05
O -5.47 1.29 -1.42
H 4.79 5.39 0.13
C 11.99 -7.38 -8.17
H -6.71 2.18 -3.10
H 10.26 -8.32 -9.11
C -6.45 0.44 -4.34
C 7.86 1.45 1.66
H 4.71 3.66 -0.09
H 5.14 -2.88 2.05
H -6.28 -1.05 -5.88
Cl -7.40 2.70 1.73
H 5.19 2.10 4.63
O 1.38 -6.63 -1.37
H -5.03 3.58 0.34
H -1.25 -1.41 3.95
O 2.41 -1.62 5.74
H 2.52 3.66 0.45
O 5.84 -4.22 -2.42
C -6.71 1.78 -4.10
C -1.32 2.06 -0.30
```

The following is a quantum chemistry calculation of a molecular structure, C6H11NO2Si, from the Open Molecules 2025 dataset.

Results
**HOMO level**: -9.483 eV
**Gap between HOMO and LUMO**: 9.3606 eV

```
21
C6H11NO2Si | the Open Molecules 2025 dataset | ωB97M-V with the def2-TZVPD basis set
H -0.96 0.44 -1.22
H -0.58 1.01 2.49
Si -0.41 -0.18 1.21
C -0.32 0.85 -0.41
H -1.76 2.62 -1.74
C 0.98 -1.43 1.56
C 1.47 -0.17 -1.57
H 0.89 -3.57 1.80
H -0.09 3.22 -1.60
O 1.00 0.98 -0.93
H 1.58 -1.00 -0.87
C 0.39 -2.63 1.62
C -1.04 -2.57 1.38
C -1.01 3.01 -1.05
H 2.03 -1.27 1.72
H 0.79 -0.48 -2.38
O -0.78 2.09 0.00
H 2.44 0.09 -1.99
H -1.37 3.92 -0.58
H -1.65 -3.47 1.38
N -1.61 -1.45 1.17
```

The following is a quantum chemistry calculation of C3H4N2O in the gas phase, from the Open Molecules 2025 dataset.

Results
**HOMO level**: -9.525 eV
**Gap between HOMO and LUMO**: 10.3187 eV

```
10
C3H4N2O | the Open Molecules 2025 dataset | ωB97M-V with the def2-TZVPD basis set
O -2.18 -0.07 -0.21
H -0.56 -2.07 0.20
C -0.10 1.08 0.12
C 1.13 -0.71 -0.24
H 2.23 -1.26 -0.50
N 1.18 0.60 -0.06
H 0.02 1.65 1.01
C -1.04 -0.02 -0.05
N -0.25 -1.14 0.30
H -0.42 1.94 -0.58
```

The following is a quantum chemistry calculation of a molecular structure, C4H6BiO2, from the Open Molecules 2025 dataset.

Results
**Spin multiplicity**: 2
**<S²>**: 0.9721
**HOMO level (spin up / spin down)**: -7.477 / -7.843 eV
**Gap between HOMO and LUMO (spin up / spin down)**: 7.3584 / 6.6061 eV

```
13
C4H6BiO2 | the Open Molecules 2025 dataset | ωB97M-V with the def2-TZVPD basis set
C -0.87 0.64 0.88
C -0.07 -0.26 1.50
H -1.22 -1.78 -0.17
H -1.34 0.50 -0.81
H 1.98 -0.64 1.94
C -2.10 -1.22 -0.58
O 1.85 0.45 0.18
H 1.36 -1.54 0.55
H -0.41 -0.93 2.31
H -2.04 0.41 0.98
O -1.65 -0.31 -1.40
Bi 0.67 2.01 0.01
C 1.35 -0.53 1.02
```

The following is a quantum chemistry calculation of C5H4BrClFN in the gas phase, from the Open Molecules 2025 dataset.

Results
**HOMO level**: -8.553 eV
**Gap between HOMO and LUMO**: 8.5889 eV

```
13
C5H4BrClFN | the Open Molecules 2025 dataset | ωB97M-V with the def2-TZVPD basis set
C 1.67 0.06 -0.03
C 0.83 1.27 -0.55
H -1.39 1.67 -0.44
H 2.60 0.32 0.56
C -0.49 1.04 -0.26
H 1.56 1.97 -0.76
C -1.98 -0.81 0.34
Br -3.53 0.12 -0.14
F 0.95 -1.93 1.08
C -0.67 -0.31 0.40
N 0.70 -0.65 0.77
Cl 1.99 -0.95 -1.52
H -2.25 -1.81 0.56
```

The following is a quantum chemistry calculation of a molecular structure, C30H22FeN18OSe, from the Open Molecules 2025 dataset.

Results
**Spin multiplicity**: 6
**<S²>**: 8.7580
**Charge**: +1
**HOMO level (spin up / spin down)**: -10.458 / -10.432 eV
**Gap between HOMO and LUMO (spin up / spin down)**: 7.3195 / 6.2373 eV

```
73
C30H22FeN18OSe | the Open Molecules 2025 dataset | ωB97M-V with the def2-TZVPD basis set
H -1.24 -5.96 -0.28
H 5.20 3.50 -0.39
H 5.43 2.52 -1.85
N -3.88 4.76 2.46
N 1.10 -0.63 1.79
H -2.65 -1.37 -1.33
C 0.54 2.40 1.79
C -0.42 -1.95 -2.36
H 0.14 1.21 -2.98
C -1.06 -4.89 -0.20
C -3.03 -0.49 -0.84
C -4.39 2.91 1.13
O -0.05 2.72 -1.35
N 3.43 2.76 -1.27
C -3.42 3.70 1.85
C 1.14 2.54 -1.23
C -1.65 2.14 1.17
C -2.02 3.30 1.86
C -0.78 -2.89 1.08
C -1.03 4.02 2.52
C 2.24 3.54 -1.56
H -0.22 -2.07 -5.73
C -3.97 1.71 0.41
C -0.01 0.16 -3.19
N 2.80 -2.30 1.49
N 2.13 -1.42 3.56
N -0.58 -2.17 -0.01
H 4.91 0.72 -0.68
Se -5.62 4.82 2.15
H -1.19 -4.82 1.94
C -4.86 0.92 -0.30
H -0.74 -2.37 2.03
N 1.72 1.37 -0.80
H 2.19 3.84 -2.61
H 2.15 4.43 -0.93
C 3.06 1.54 -0.85
C -0.85 -4.14 -1.37
N 3.26 -3.32 -0.60
N -0.21 -0.63 -2.15
H 0.18 0.36 -5.32
H 4.79 4.15 -1.99
N 1.20 -0.52 3.94
N 2.93 -2.99 -1.86
C 0.27 3.57 2.49
H -5.91 1.21 -0.34
H 3.41 -2.95 1.96
C -2.63 1.35 0.44
H -1.31 4.92 3.05
H -0.99 -5.78 -2.79
C -1.03 -4.27 1.02
N -0.39 1.70 1.15
N -5.62 3.34 1.17
H -5.03 -0.85 -1.50
C -0.84 -4.71 -2.69
H 1.55 2.02 1.74
C 2.03 -1.47 2.25
C 2.68 -2.39 0.14
N 3.93 0.62 -0.49
N 0.58 -0.05 2.93
H 1.06 4.09 3.00
C -4.38 -0.20 -0.94
C -0.44 -2.52 -3.63
Fe 0.26 -0.06 -0.05
H -0.64 -4.36 -4.77
N 2.19 -1.94 -1.89
N 1.99 -1.51 -0.60
C 0.00 -0.32 -4.50
C 4.79 3.25 -1.37
C -0.65 -3.93 -3.77
C -0.22 -1.66 -4.72
N -2.15 0.26 -0.18
H 3.54 -0.32 -0.38
C -0.63 -2.77 -1.21
```

The following is a quantum chemistry calculation of C4H6BrNO in the gas phase, from the Open Molecules 2025 dataset.

Results
**HOMO level**: -9.632 eV
**Gap between HOMO and LUMO**: 10.2916 eV

```
13
C4H6BrNO | the Open Molecules 2025 dataset | ωB97M-V with the def2-TZVPD basis set
N -1.90 -0.68 2.49
H -0.28 -2.39 0.16
H 2.33 1.10 -0.53
Br -1.60 -1.66 -1.83
C -0.27 -1.53 -0.49
H -1.19 0.64 -0.20
C 1.29 1.53 -0.35
H 0.80 1.33 -1.24
H 0.72 -1.23 -0.80
C -1.20 -0.31 1.64
C -0.49 0.06 0.50
O 0.74 0.61 0.70
H 1.05 2.53 -0.05
```

The following is a quantum chemistry calculation of a molecular structure, C24H18AuBCl2F4N3O2Se2, from the Open Molecules 2025 dataset.

Results
**Spin multiplicity**: 3
**<S²>**: 2.0301
**Charge**: +1
**HOMO level (spin up / spin down)**: -11.621 / -11.668 eV
**Gap between HOMO and LUMO (spin up / spin down)**: 8.3884 / 5.7823 eV

```
57
C24H18AuBCl2F4N3O2Se2 | the Open Molecules 2025 dataset | ωB97M-V with the def2-TZVPD basis set
H -5.93 -0.66 1.52
C -0.14 -2.19 -0.02
H -0.99 -3.67 1.24
C 0.57 4.38 -2.46
H -1.96 3.23 -4.39
Au 0.76 0.27 -1.37
H 6.21 -2.38 -1.96
C -1.09 3.25 -3.75
C 5.10 -0.60 -2.42
C 4.41 -2.20 -0.79
C -0.47 -0.12 3.26
H -4.28 0.17 3.14
C -0.86 -2.59 1.28
H -2.89 -3.14 -0.28
H 1.81 1.71 1.55
C -3.18 -2.40 0.46
C 2.19 0.68 3.40
Se 3.85 1.86 -2.96
C 1.66 -0.09 4.42
C 3.28 -1.44 -0.58
C -4.00 -0.56 2.39
F -1.46 -0.23 -2.00
C -2.64 -0.96 2.30
H -5.21 -2.32 -0.20
C 3.95 0.12 -2.14
H -1.04 5.37 -3.48
H 2.53 -1.74 0.13
C 1.12 3.16 -2.16
Se 2.84 3.08 -1.29
C 0.34 -0.47 4.34
H -0.89 1.11 -3.75
Cl -0.34 -1.44 5.61
C -0.50 2.05 -3.40
H 4.57 -3.10 -0.21
Cl -0.91 1.34 1.01
B -2.92 0.11 -1.95
O 0.55 -1.08 0.15
C 0.08 0.70 2.27
N 3.02 -0.32 -1.27
F -3.60 -1.07 -2.20
F -3.17 0.61 -0.66
H -2.27 -0.38 4.19
C -2.22 -1.94 1.33
F -3.18 1.07 -2.92
H -0.24 -2.33 2.13
H 2.25 -0.38 5.27
N 0.56 2.00 -2.58
H 3.23 0.99 3.44
C -0.58 4.42 -3.24
C 1.40 1.09 2.33
N -1.83 -0.50 3.28
H 1.05 5.28 -2.11
C -4.91 -1.02 1.50
C -4.50 -1.94 0.51
C 5.32 -1.80 -1.75
H 5.82 -0.22 -3.13
O -0.25 -2.82 -1.04
```

The following is a quantum chemistry calculation of a molecular structure, C19H13N3O4Sn, from the Open Molecules 2025 dataset.

Results
**Charge**: +2
**HOMO level**: -15.158 eV
**Gap between HOMO and LUMO**: 7.1434 eV

```
40
C19H13N3O4Sn | the Open Molecules 2025 dataset | ωB97M-V with the def2-TZVPD basis set
C 2.31 0.59 0.03
C -0.97 2.63 1.91
C -1.99 0.07 4.55
C -3.09 -0.78 -3.99
C 4.89 0.64 -1.01
H -1.78 -1.21 -5.63
C -1.20 1.37 2.72
H 3.20 1.28 1.87
H -0.31 -3.89 1.51
C -1.84 -0.92 -4.59
H -2.12 0.12 -0.88
O -0.64 -3.24 2.16
C 3.36 0.99 0.84
H -3.99 -0.95 -4.56
C -3.20 -0.41 -2.65
C -1.59 -1.10 3.89
N -0.80 0.26 2.12
H -1.75 -2.08 4.32
H -2.46 -0.01 5.52
H 4.00 -0.03 -2.87
C -0.51 -2.02 1.74
C -1.00 -0.96 2.66
H -4.17 -0.31 -2.19
C -1.81 1.31 3.97
C -0.68 -0.69 -3.88
C -2.04 -0.18 -1.93
H -2.13 2.23 4.44
O -0.03 -1.70 0.64
N 0.33 -0.02 -1.75
H 5.90 0.67 -1.40
O -0.39 2.41 0.73
H 0.29 -0.78 -4.33
C 3.84 0.25 -1.83
H 5.48 1.32 0.94
Sn 0.26 0.57 0.31
O -1.29 3.70 2.33
C -0.80 -0.31 -2.54
N 1.49 -0.11 -2.18
C 4.65 1.01 0.31
C 2.56 0.24 -1.30
```